This record from the Open Molecules 2025 dataset describes a molecular structure, C45H84Br20NO3. The level of theory is ωB97M-V/def2-TZVPD.

Each line ends with the Mulliken charge.
Atoms and positions in Å:
O -5.8101 -0.8669 3.8388  -0.2351
C 1.8671 -6.5435 6.7162  -0.5359
O -6.7202 1.2855 4.4899  -0.2793
H -1.1282 1.8599 7.8633  0.3600
H 5.5808 2.9162 -8.0693  0.2008
C -4.6620 -2.0052 1.1213  0.2231
C -2.2106 4.1099 -0.5128  -0.5564
H -0.2707 3.2186 -0.0506  -0.0083
C -5.5731 -0.8932 -3.8900  -0.6834
C 11.3623 6.6217 -5.8112  -0.5972
H -3.4826 -0.1270 1.3478  -0.9009
Br -3.2553 -0.4526 -2.2653  0.0219
H -5.7252 0.4656 2.2129  0.4967
Br 3.6378 1.9310 -9.2871  -0.1725
C -7.0074 -0.0926 4.1859  -0.5084
H 10.6771 1.5832 -4.4116  0.2908
H 8.5699 6.4955 -10.4251  0.3391
H -8.3035 2.7456 4.2973  0.2986
H -4.4124 0.7699 3.4967  0.1911
H -3.9787 1.7921 8.1447  0.1324
H -6.1463 -1.7453 11.2308  0.3507
H -0.3690 -8.4184 1.0289  0.4251
C 9.7283 1.0942 -4.6404  -0.5509
H -4.5003 -1.7449 0.0244  -0.5571
H -3.1899 -2.9990 -1.2115  -1.1116
H -1.2570 -7.1892 1.9589  0.1117
H -2.2723 2.4848 6.5780  0.2857
H 2.5040 2.8245 -1.2574  0.2544
C -4.2962 -1.5776 -3.4713  -0.5174
C -2.2905 -4.6785 -2.3869  -1.1746
H 2.2335 2.3324 -6.0362  0.1923
C 0.6376 -0.3852 -1.2115  -0.4496
C -6.4388 3.3949 3.2458  -0.2105
H 3.4315 4.5605 -5.3889  0.3498
C -1.8814 -0.6377 3.8072  -0.9771
H -5.2027 -0.3706 10.6139  0.3418
Br 2.0220 2.6800 -3.5975  0.0005
C 1.2104 0.9598 -1.7820  0.0294
Br 4.7487 1.1530 -5.8578  -0.1080
C -3.0279 -4.1124 -1.0623  1.0763
H 11.0629 7.4289 -5.1404  0.3759
H -4.4629 -2.5255 -2.9594  0.1762
H -7.7844 0.0006 10.7709  0.3463
H -1.2826 -0.6896 1.1546  0.4483
H -1.1792 -3.0901 2.7094  -0.0269
C 0.3683 -2.1335 0.8113  -0.0862
Br 6.5892 5.6092 -9.2465  -0.1329
Br -0.1282 -8.8404 3.4497  -0.1185
Br -6.9532 0.9931 8.6681  -0.1222
Br 0.7825 -5.3016 2.9493  -0.0262
H 5.2272 -0.1527 -7.9297  0.4400
H 8.0859 5.9802 -12.7588  0.3680
Br -6.9020 -0.9489 -2.4650  -0.1441
C -5.0123 -0.0503 2.9497  -0.6752
C -7.2735 -0.4613 9.9244  -0.5826
Br 6.5542 4.0502 -12.5873  -0.1387
H -3.6490 -1.7444 -4.3345  0.4688
H -3.4216 0.1476 5.2877  -0.0211
H -6.0336 -1.4193 -4.7285  0.4035
H 6.6809 0.6693 -7.3181  0.1025
Br 11.9972 5.1979 -4.6410  -0.1431
H 3.1629 2.0282 1.2835  0.3109
Br 8.3500 -1.2595 -5.5187  -0.1400
H -0.2126 4.8953 -0.6416  0.3779
H -1.6575 -1.8868 -0.1769  -0.6215
H -2.7367 -4.5276 2.3090  0.6329
H -1.9771 0.4020 3.3042  0.2800
H -2.2497 3.9506 -1.5918  0.3553
Br 8.7136 2.4073 -5.6614  -0.0711
H -2.7884 0.8703 9.1831  0.3357
Br 1.5669 -3.7375 7.2158  -0.1224
H 10.7102 -0.7920 -4.9616  0.3665
H -2.6169 -1.4262 5.8145  0.2961
H -0.7542 -0.3823 6.8075  0.1428
C -2.8303 -1.6271 2.9762  -0.7257
C -0.7798 4.1826 -0.0394  -0.2467
H -7.8793 1.7848 2.7000  0.2704
H -3.5619 -0.0465 7.7747  0.0431
C 2.6063 -5.2406 6.5364  -0.5401
H -5.4350 0.1541 -4.1564  0.4004
H 2.3435 -7.3379 6.1379  0.3255
H -1.1689 -4.4952 0.2022  0.0004
H 6.5319 6.4894 -12.0596  0.3732
H 8.5446 4.7206 -10.5172  0.3595
H 0.6962 3.1450 -5.6638  0.4598
O -6.3271 3.3919 1.7869  -0.5546
C -1.9757 1.5284 7.1506  -0.6017
C 2.5112 1.4033 0.5873  -0.8236
C 1.0280 -0.7617 0.2479  0.1747
C 2.1208 1.8289 -0.8503  -0.4168
H -0.5587 0.8767 5.4844  0.3614
H -0.0416 -1.0763 -1.8151  0.3207
H 6.1042 1.8363 -9.3808  0.3751
H -5.4937 2.9323 1.5293  0.1840
H -7.9506 -1.1608 9.4347  0.3713
C 2.4319 4.4616 -5.8118  -0.5776
Br -5.2511 -2.2626 8.9881  -0.1368
C 7.9494 5.6241 -10.6432  -0.6121
H -2.0798 -3.7736 -3.0759  0.2407
C 7.3262 5.7447 -12.0114  -0.5511
H 3.5697 -5.2169 7.0452  0.4264
C 5.4331 1.9382 -8.5255  -0.5310
H -4.6568 -3.6361 2.6225  0.4897
C 9.9598 -0.1618 -5.4430  -0.6187
H -7.8509 -0.2452 3.4224  0.3219
C 0.8769 -6.8022 1.7067  -0.6275
H -3.0393 -5.3249 -2.9790  0.3049
C -3.1637 0.9851 8.0945  -0.5618
H 0.8738 1.2473 -2.8778  0.3017
C 1.7699 3.1476 -5.4775  -0.5077
Br 10.7719 5.0252 -8.1161  -0.1277
H 0.8139 -6.4839 6.4435  0.3302
N -2.8218 -3.8185 1.5472  0.5961
H 10.2613 0.0323 -6.4717  0.3717
H 0.7449 -2.2601 1.8964  0.1994
H -5.3973 3.1343 3.6765  0.0949
H -2.7958 4.9938 -0.2593  0.4243
H -5.7963 -1.8754 1.3136  0.6540
H 9.4516 5.5987 -6.0776  0.2636
C -1.3366 0.4061 6.1929  -0.6109
C -2.3197 -4.5210 0.3120  -0.5439
H -4.9149 -4.3119 0.9491  0.4512
H 2.7544 -5.0278 5.4761  0.2354
C 5.6239 0.7934 -7.5616  -0.2992
H 0.6154 -3.0402 0.1677  0.1656
C 1.9507 0.0670 1.1674  -0.3783
C -4.3207 -3.5188 1.5214  -1.0381
H 9.7026 7.0162 -7.1213  0.3284
H 12.2145 6.9476 -6.4073  0.3755
H -7.3939 -0.5648 5.1689  0.2301
H 0.8805 -6.3479 0.7135  0.3067
C -2.0016 -2.6471 2.0107  -0.6384
C -2.4155 -0.4086 5.3249  -0.1726
C -0.3095 -7.7205 1.8662  -0.4455
Br -0.6719 4.8619 1.7846  -0.1370
C -1.2377 -1.8115 0.8778  0.1384
H 9.1817 0.9200 -3.7138  0.3854
C 10.1910 6.1640 -6.6444  -0.4885
H -2.5609 -5.6430 0.4710  0.2541
C -3.9475 -0.8926 2.0807  1.4235
H -6.7886 4.4317 3.5733  0.3050
Br -3.1325 2.5759 0.2612  -0.0285
C -5.9786 -1.0955 10.3697  -0.5751
H -3.4178 -2.2413 3.7648  0.7459
H -4.0756 -4.5993 -1.0551  0.5060
H 2.4836 4.6009 -6.8934  0.3731
Br 1.3836 5.9685 -5.1548  -0.1731
C -7.4835 2.2140 3.6787  -0.2651
H 2.1934 -0.2937 2.2197  0.2972
H -1.3077 -5.2178 -2.1737  0.3530
H -0.7763 -0.9171 3.7687  0.4235
H 1.8325 -7.2964 1.8775  0.4666
Br 1.9425 -7.1503 8.5669  -0.1411

Calculated values
- multiplicity = 1
- total charge = +1
- Kohn-Sham gap (eV) = 8.14
- energy (hartree) = -53525.2510
- highest occupied orbital energy (eV) = -10.46